{
  "formula": "C32H80O23P4",
  "method": "ωB97M-V/def2-TZVPD",
  "elements": ["H", "C", "H", "C", "H", "C", "H", "C", "H", "H", "O", "H", "H", "C", "C", "H", "H", "C", "H", "H", "O", "O", "O", "H", "C", "C", "H", "H", "H", "H", "H", "C", "H", "H", "H", "C", "H", "H", "O", "H", "C", "C", "H", "C", "O", "H", "H", "H", "H", "H", "H", "O", "H", "C", "O", "H", "H", "H", "C", "H", "O", "H", "O", "C", "O", "C", "P", "C", "P", "H", "H", "H", "C", "C", "H", "H", "H", "H", "H", "C", "H", "H", "H", "H", "H", "H", "O", "O", "C", "H", "O", "O", "C", "H", "H", "O", "H", "C", "H", "H", "C", "O", "C", "H", "C", "H", "C", "H", "H", "H", "H", "P", "H", "O", "O", "H", "H", "H", "H", "C", "H", "O", "H", "H", "H", "H", "O", "P", "H", "H", "H", "H", "C", "O", "H", "C", "H", "O", "H"],
  "positions_angstrom": [[-5.107, -5.469, 3.949], [-1.612, 5.033, 0.113], [-3.021, -3.990, -0.232], [0.945, -2.830, 2.150], [2.419, 1.516, -7.060], [-6.033, 2.498, 5.963], [-6.626, 2.747, 3.913], [6.279, -4.216, -2.882], [2.812, 0.712, 2.400], [5.711, 0.918, -1.756], [-4.399, -4.130, 1.290], [-3.396, -3.771, 3.943], [5.578, -2.374, -6.694], [-5.266, -6.135, 3.101], [4.583, 3.537, -7.343], [-1.913, -0.350, -0.071], [-0.836, 7.048, -0.172], [-0.754, -1.369, -3.744], [-4.080, 0.400, 0.958], [-2.693, -1.467, 3.861], [6.191, -2.915, -2.534], [4.457, 4.378, 1.943], [-6.933, -3.530, 0.678], [0.968, 1.404, -2.977], [5.161, -0.023, -1.788], [7.397, -3.379, 0.042], [1.578, 2.363, -1.609], [-1.725, 5.221, 1.181], [-5.587, -7.131, 3.405], [-2.893, -2.775, 0.918], [-1.187, 1.702, -1.472], [3.114, 0.777, 1.355], [-2.516, -4.866, 5.000], [-7.047, -0.104, 4.978], [6.724, -1.073, -6.417], [-3.388, 0.905, 1.631], [7.186, -4.669, -2.484], [3.199, 5.865, 2.644], [4.010, 1.855, 1.414], [4.829, 5.950, 3.167], [-1.395, 0.500, 0.373], [-3.325, 5.288, -1.652], [4.455, 6.454, 1.546], [-0.541, 1.424, -0.639], [-6.227, -5.538, 2.207], [3.593, 3.658, -7.781], [-3.312, 0.616, 2.680], [-6.273, 0.721, 7.199], [-4.881, 3.053, 4.234], [-0.631, 6.091, -1.422], [-1.351, -3.123, -2.914], [6.006, -3.356, 0.005], [-4.253, -2.757, -0.316], [-1.834, -1.624, 4.514], [-2.106, -2.769, 5.197], [7.934, -3.071, -0.855], [0.224, -2.054, 4.539], [-1.948, -0.809, 5.228], [1.194, -2.685, -4.074], [0.812, -3.539, -4.633], [0.560, 0.651, -1.090], [1.318, -2.083, -1.996], [0.364, -1.698, -4.581], [-3.651, -3.344, 0.379], [-0.423, -2.690, 2.642], [-1.420, 6.292, -0.698], [-5.805, -4.760, 0.857], [-2.903, 4.486, -0.437], [3.320, 3.338, 1.499], [-1.677, -1.433, -4.320], [4.190, 0.357, -1.472], [0.768, -3.723, 1.552], [2.222, 1.639, -5.995], [5.704, -1.402, -6.218], [-6.852, -1.482, 0.782], [5.458, -4.770, -2.426], [7.832, -4.369, 0.181], [-3.752, 4.567, 0.241], [0.928, 4.634, 3.002], [-0.695, -2.343, -2.525], [-7.881, -2.148, 1.942], [-0.232, 2.378, -0.211], [-0.814, 0.196, 1.243], [2.261, -2.493, -4.187], [1.598, 2.519, -5.840], [4.647, 3.879, -6.310], [-2.613, 6.618, -1.313], [-5.722, -5.718, -0.289], [-0.462, -1.752, 3.747], [-7.031, 2.934, 5.955], [3.536, 1.512, -5.388], [2.459, 3.715, 0.398], [4.220, 5.701, 2.298], [-3.951, 1.810, 1.860], [-0.477, -0.338, -3.525], [3.867, -2.734, -1.406], [0.976, -3.755, -2.201], [0.777, -2.777, -2.640], [3.782, -0.069, 1.191], [0.861, 3.374, 4.133], [-5.741, 2.422, 4.458], [4.910, 2.171, -7.490], [1.189, 3.581, 3.114], [-0.682, 4.489, -0.052], [-6.929, -2.341, 1.449], [5.331, 4.077, -7.924], [1.424, 1.352, -1.988], [2.335, 0.756, -2.046], [-2.860, 5.007, -2.597], [-0.122, -0.731, 3.571], [2.340, 0.820, 0.589], [4.902, 1.179, -6.144], [1.079, -2.088, 1.363], [-2.330, 1.456, 0.947], [2.566, 3.211, 2.951], [0.573, 2.999, 2.428], [5.600, -1.634, -5.158], [-4.632, 0.942, 6.471], [-6.221, -2.341, 2.278], [-5.706, 1.076, 6.339], [6.304, -4.425, -3.952], [4.715, -0.400, -6.589], [7.774, -2.875, 0.932], [-5.430, -0.705, 5.164], [5.073, -0.244, -2.852], [1.883, -2.967, 2.689], [5.798, -1.004, -0.999], [5.340, -2.537, -1.274], [1.643, 0.801, -5.607], [-1.752, -4.205, 3.588], [-4.328, -6.228, 2.554], [-2.780, 3.448, -0.748], [-2.427, -3.956, 4.407], [-5.561, 1.098, 4.094], [-5.424, 3.231, 6.493], [-6.014, 0.214, 5.114], [-1.047, -1.892, -1.597], [6.044, 1.426, -5.163], [-4.396, 5.354, -1.843]],
  "gap_ha": 0.3463,
  "smiles": "COP(=O)(OC)OC.COP(=O)(OC)OC.COP(=O)(OC)OC.COP(=O)(OC)OC.C1CCOC1.C1CCOC1.C1CCOC1.COCCOC.COCCOC",
  "mol_weight_g_mol": 956.9,
  "spin_multiplicity": 1,
  "homo_energy_ev": -9.01,
  "charge": 0
}